ORCA calculation (ωB97M-V/def2-TZVPD) on 6 unconnected molecules or ions with the total composition C25H46F13NO5PS.

The orbital gap is 8.64 eV. The HOMO energy comes out at -10.66 eV. As for the net charge: +1.

```
92
C25H46F13NO5PS (ωB97M-V/def2-TZVPD)
C -3.3026 0.6391 3.7883
C -4.4234 0.0026 2.9477
C -3.9142 -0.5758 1.6369
N -3.0226 -1.7288 1.9407
P -2.2318 -2.4990 0.7154
C -3.2504 -2.4474 -0.7496
C -0.5650 -1.8776 0.3821
C -0.4034 -1.1479 -0.9531
C 1.0448 -0.7800 -1.2485
F 1.2051 -0.6959 -2.5885
F 1.8720 -1.7578 -0.8243
C 1.5313 0.5536 -0.5703
F 0.7582 0.7455 0.5223
F 2.7910 0.4293 -0.1472
C 1.3923 1.8582 -1.4245
F 0.2308 1.7494 -2.0988
F 1.2838 2.8816 -0.5761
C 2.6465 2.1435 -2.3429
F 3.1017 0.9909 -2.8355
F 3.5814 2.6716 -1.5571
S 2.3579 3.3158 -3.8230
F 3.5433 2.6364 -4.6110
F 1.3437 2.2405 -4.4183
F 1.1685 4.0269 -3.0424
F 3.3568 4.3871 -3.2542
F 2.0779 4.2363 -5.0572
H -2.4041 0.8317 3.1896
H -3.0221 0.0113 4.6371
H -3.6343 1.5893 4.2037
H -5.1972 0.7420 2.7365
H -4.9014 -0.8020 3.5124
H -4.7414 -0.9278 1.0178
H -3.3807 0.2081 1.0807
H -2.3705 -1.4897 2.6841
H -2.1015 -3.8303 1.0730
H -3.3769 -1.4208 -1.0966
H -4.2240 -2.8888 -0.5307
H -2.7532 -3.0444 -1.5166
H -0.3273 -1.2250 1.2243
H 0.0901 -2.7444 0.4489
H -1.0101 -0.2404 -0.9829
H -0.7130 -1.7748 -1.7940
C 3.4891 6.3903 -7.3708
C 3.1425 7.0092 -8.7060
O 3.0467 8.2043 -8.8450
C 2.9199 6.0528 -9.8538
H 3.6283 7.1742 -6.6304
H 2.6882 5.7204 -7.0548
H 4.4035 5.8006 -7.4591
H 2.1062 5.3650 -9.6154
H 3.8171 5.4540 -10.0215
H 2.6772 6.6092 -10.7553
C 1.3213 -4.0394 3.7556
C -0.1645 -3.8971 3.5911
O -0.6567 -2.8894 3.1159
C -1.0213 -5.0475 4.0394
H 1.8303 -3.1477 3.3985
H 1.5642 -4.2037 4.8067
H 1.6701 -4.9140 3.2032
H -0.8503 -5.2448 5.0989
H -0.7440 -5.9508 3.4925
H -2.0727 -4.8221 3.8763
C -7.4647 3.0288 6.3093
C -6.9584 1.6788 5.8721
O -5.9707 1.5627 5.1799
C -7.7412 0.4785 6.3414
H -6.8244 3.8131 5.9142
H -8.4875 3.1754 5.9578
H -7.4847 3.0838 7.3991
H -8.7725 0.5457 5.9907
H -7.7699 0.4556 7.4321
H -7.2845 -0.4347 5.9679
C 1.5799 -5.9975 -0.8550
C 0.2656 -5.3746 -1.2302
O -0.4653 -4.8792 -0.3908
C -0.1017 -5.3876 -2.6883
H 1.7376 -5.9292 0.2183
H 1.5970 -7.0440 -1.1639
H 2.3920 -5.4909 -1.3798
H -0.1356 -6.4154 -3.0528
H 0.6609 -4.8641 -3.2680
H -1.0707 -4.9182 -2.8424
C 5.4274 1.9727 1.6265
C 6.5690 0.9866 1.7090
O 6.6122 0.1406 2.5704
C 7.6416 1.1076 0.6540
H 4.7297 1.7927 2.4410
H 5.8020 2.9960 1.6846
H 4.9120 1.8640 0.6707
H 8.0977 2.0983 0.6959
H 7.2036 0.9918 -0.3393
H 8.4025 0.3475 0.8112
```

---

ORCA calculation (ωB97M-V/def2-TZVPD) on a molecular structure, C14H10Br2N7O4PdS3.

Its spin multiplicity is 3. The orbital gap (alpha / beta) is 6.53 / 6.89 eV. The HOMO energy (alpha / beta) comes out at -4.95 / -5.31 eV. As for the net charge: -1.

```
41
C14H10Br2N7O4PdS3 (ωB97M-V/def2-TZVPD)
Pd -0.1021 0.3750 -1.1622
Br -4.4347 -3.3542 2.5355
C -3.1219 -2.4023 1.5662
C -2.5862 -2.9398 0.4157
C -1.6351 -2.1902 -0.2544
N -1.2237 -1.0037 0.1715
C -1.7471 -0.4869 1.2829
C -2.7062 -1.1662 2.0205
C -1.2405 0.8533 1.6899
C -1.7744 1.5437 2.7729
C -1.2639 2.7920 3.0664
Br -1.9654 3.7648 4.5267
C -0.2528 3.3340 2.2992
C 0.2186 2.5716 1.2448
N -0.2496 1.3642 0.9551
H -2.9009 -3.8991 0.0333
H -1.1992 -2.5355 -1.1810
H -3.1268 -0.7548 2.9239
H -2.5771 1.1371 3.3670
H 0.1535 4.3137 2.5018
H 1.0138 2.9344 0.6048
N 1.9938 0.3165 -3.8330
C 2.5910 0.9473 -2.8150
N 3.8836 0.6598 -2.5814
S 1.7883 2.1176 -1.8968
H 2.3832 -0.5546 -4.1587
H 0.9790 0.3828 -3.8984
H 4.2761 -0.1950 -2.9436
H 4.2400 0.9283 -1.6792
O 1.8023 -0.6996 -0.5384
N 1.8138 -1.3927 0.5206
C 3.0061 -1.8398 0.8903
C 3.1003 -2.6242 2.0742
N 3.1900 -3.2682 3.0251
C 4.1748 -1.5521 0.1224
N 5.1009 -1.2997 -0.5151
O -3.2659 0.3754 -1.4847
S -2.4871 0.8776 -2.6047
O -1.4738 1.8849 -2.1465
O -3.2471 1.3127 -3.7474
S -1.1278 -0.6281 -3.1701
```

---

ORCA calculation (ωB97M-V/def2-TZVPD) on a molecular structure, C10H20CrNO7.

Its spin multiplicity is 4. The orbital gap (alpha / beta) is 8.82 / 10.56 eV. The HOMO energy (alpha / beta) comes out at -8.81 / -9.96 eV. Its energy above the lowest of the compared OMol25 structures with the same formula, charge and spin is 0.00 kcal/mol.

```
39
C10H20CrNO7 (ωB97M-V/def2-TZVPD)
Cr -21.0856 15.7058 -9.6199
C -18.2432 17.8148 -7.8277
C -19.3626 17.0493 -8.4663
O -19.1851 15.8750 -8.9330
O -20.5366 17.5251 -8.5801
H -17.5945 18.1183 -8.6503
H -17.6691 17.1368 -7.1986
H -18.6465 18.6402 -7.2535
C -21.9879 17.8297 -12.7935
C -21.6251 17.0823 -11.5640
O -20.4897 16.5248 -11.4261
O -22.4447 16.9637 -10.6059
H -21.0971 18.3161 -13.1904
H -22.7323 18.5859 -12.5560
H -22.3911 17.1595 -13.5497
C -21.7089 11.9617 -11.0706
C -21.4312 13.3002 -10.4738
O -20.3197 13.6078 -9.9917
O -22.3563 14.1793 -10.4626
H -21.3302 11.1716 -10.4218
H -21.1939 11.8656 -12.0243
H -22.7837 11.8494 -11.1836
C -21.0367 13.3938 -6.8773
C -21.7665 14.6770 -6.5691
C -20.9158 15.6413 -5.7696
O -21.7555 16.7280 -5.4306
C -21.1734 17.5913 -4.4899
N -22.1872 15.3533 -7.8344
H -20.6084 12.9435 -5.9780
H -20.2217 13.5572 -7.5838
H -21.7048 12.6400 -7.2987
H -22.6433 14.4981 -5.9384
H -20.0690 16.0131 -6.3622
H -20.5088 15.1628 -4.8708
H -21.9208 18.3187 -4.1727
H -20.3359 18.1521 -4.9242
H -20.8515 17.0529 -3.5903
H -22.5325 16.2801 -7.5602
H -23.0613 14.9137 -8.1304
```

---

ORCA calculation (ωB97M-V/def2-TZVPD) on 6 unconnected molecules or ions with the total composition C11H33F2N11O7PS2.

The orbital gap is 5.81 eV. The HOMO energy comes out at -4.30 eV. As for the net charge: -1.

```
67
C11H33F2N11O7PS2 (ωB97M-V/def2-TZVPD)
C 0.6942 1.3333 2.1315
C -0.3837 0.4433 2.9897
C -1.4236 -0.4482 2.0917
C -2.4670 0.4043 1.1640
P -3.6814 1.5347 2.1073
S -4.4254 2.2113 0.1653
S -2.3170 3.1846 2.0335
N -5.0088 0.3358 2.0868
C -4.6906 -0.9057 2.8838
O -4.8085 -2.0885 2.2181
F -4.3248 -0.9826 4.3156
C -6.3292 0.9172 2.5441
O -7.2707 1.3265 1.6503
F -6.6992 1.0177 3.9984
H 1.7976 0.8933 2.2330
H 0.4006 1.3946 0.9781
H 0.7408 2.4071 2.6398
H -0.9357 1.1312 3.7928
H 0.2494 -0.3311 3.6367
H -1.9230 -1.2284 2.8105
H -0.7485 -1.0812 1.3372
H -3.1297 -0.3418 0.5086
H -1.8197 1.0828 0.4525
H -3.1872 1.1140 3.3970
H -4.6115 2.4310 2.8092
H -3.9099 3.5268 0.0493
H -2.9591 4.4173 2.3611
C 1.9841 3.8520 -0.8062
O 0.9331 3.6986 -0.2042
N 2.1013 3.6434 -2.1300
N 3.1192 4.2437 -0.1996
H 2.9581 3.7645 -2.6432
H 1.2700 3.3475 -2.6249
H 3.0744 4.4116 0.7969
H 3.9942 4.3755 -0.6783
C -5.5351 -0.6546 -3.4835
O -4.5066 -1.1069 -3.9611
N -6.0948 -1.1466 -2.3636
N -6.2007 0.3766 -4.0344
H -6.9412 -0.7875 -1.9551
H -5.6252 -1.9236 -1.9172
H -5.8131 0.7765 -4.8788
H -7.0490 0.7628 -3.6558
C 0.2016 -3.7409 0.4550
O 0.6081 -2.6183 0.2002
N 1.0258 -4.7691 0.7253
N -1.1073 -4.0502 0.4885
H 0.7099 -5.7004 0.9374
H 2.0193 -4.5789 0.7106
H -1.7618 -3.3047 0.2907
H -1.4613 -4.9687 0.6963
C 4.5679 -2.0832 0.0991
O 4.6591 -1.9492 1.3092
N 3.3873 -2.2229 -0.5303
N 5.6400 -2.1031 -0.7133
H 3.2920 -2.3343 -1.5256
H 2.5549 -2.2133 0.0447
H 6.5482 -2.0010 -0.2797
H 5.5850 -2.2125 -1.7118
C 7.7600 -0.4099 -3.3241
O 6.8879 -1.2352 -3.5453
N 9.0252 -0.7520 -3.0215
N 7.5335 0.9157 -3.3631
H 9.7570 -0.0869 -2.8363
H 9.2381 -1.7402 -2.9818
H 6.5939 1.2159 -3.5873
H 8.2387 1.6105 -3.1839
```

---

ORCA calculation (ωB97M-V/def2-TZVPD) on a single C5H7Cl molecule.

Its SMILES is C=CC(=C)CCl. The orbital gap is 9.83 eV. The HOMO energy comes out at -9.23 eV. Its energy above the lowest of the compared OMol25 structures with the same formula, charge and spin is 92.96 kcal/mol.

```
13
C5H7Cl (ωB97M-V/def2-TZVPD)
C 1.5545 -0.4232 1.1419
C 0.3788 -0.0559 0.0600
C 0.5633 -0.5642 -1.3091
C -1.1177 0.4845 0.3226
C -1.9922 1.0262 -0.4226
H 2.5529 -0.3995 0.4677
H 1.2384 -1.4399 1.4913
H 1.4856 -1.1639 -1.5646
H -0.0819 -0.9451 -2.2262
H -1.5559 -0.1153 1.3104
H -3.1746 1.2792 -0.3832
H -1.5020 1.4227 -1.2749
Cl 1.6508 0.8946 2.3867
```

---

ORCA calculation (ωB97M-V/def2-TZVPD) on a single C19H19N3O3 molecule.

Its SMILES is CC[C@@H](C)c1ccccc1NC(=O)c1cc2cccc([N+](=O)[O-])c2[nH]1. The orbital gap is 7.87 eV. The HOMO energy comes out at -8.80 eV. Its energy above the lowest of the compared OMol25 structures with the same formula, charge and spin is 83.04 kcal/mol.

```
44
C19H19N3O3 (ωB97M-V/def2-TZVPD)
C -2.6551 -1.7092 -2.2024
C -1.8488 -0.4305 -2.0022
H -1.6319 0.0164 -2.9748
H -0.8934 -0.6885 -1.5409
C -2.5624 0.6238 -1.1319
C -2.9048 0.0364 0.2167
C -4.2198 -0.2365 0.5807
C -4.5419 -0.8466 1.7788
C -3.5396 -1.2168 2.6570
C -2.2268 -0.9488 2.3268
C -1.9045 -0.3139 1.1312
N -0.5229 -0.1037 0.8852
C 0.0743 1.1007 0.6465
O -0.5277 2.1454 0.5033
C 1.5460 1.0365 0.5476
C 2.4106 2.1002 0.5928
C 3.7256 1.5827 0.4587
C 4.9967 2.1518 0.4308
C 6.0988 1.3307 0.2723
C 5.9628 -0.0461 0.1428
C 4.7080 -0.6440 0.1689
C 3.5820 0.1731 0.3273
N 2.2674 -0.1281 0.3928
H 1.9230 -1.0685 0.2551
N 4.5706 -2.0528 0.0430
O 5.5674 -2.7276 -0.0991
O 3.4344 -2.5085 0.0891
H 6.8282 -0.6790 0.0205
H 7.0874 1.7614 0.2482
H 5.1142 3.2196 0.5307
H 2.1277 3.1258 0.7125
H 0.0646 -0.8348 1.2625
H -1.4316 -1.2259 3.0059
H -3.7752 -1.7053 3.5902
H -5.5756 -1.0436 2.0202
H -5.0194 0.0214 -0.0934
C -3.7557 1.2256 -1.8722
H -4.4816 0.4718 -2.1651
H -4.2493 1.9701 -1.2524
H -3.4019 1.7190 -2.7751
H -1.8600 1.4455 -0.9636
H -3.5823 -1.5106 -2.7330
H -2.8976 -2.1646 -1.2445
H -2.0799 -2.4237 -2.7875
```

---

ORCA calculation (ωB97M-V/def2-TZVPD) on a molecular structure, CH2OS2.

The orbital gap is 7.72 eV. The HOMO energy comes out at -8.45 eV. Its energy above the lowest of the compared OMol25 structures with the same formula, charge and spin is 64.53 kcal/mol.

```
6
CH2OS2 (ωB97M-V/def2-TZVPD)
C 0.1145 0.3954 -0.5560
O -0.2255 -0.9894 1.4190
S -1.2587 0.2740 0.7904
S 0.6690 -1.3709 0.0798
H -0.2128 0.6399 -1.5329
H 0.9133 1.0509 -0.2003
```

---

ORCA calculation (ωB97M-V/def2-TZVPD) on a molecular structure, C29H63N5O26S5.

The orbital gap is 9.49 eV. The HOMO energy comes out at -9.37 eV.

```
128
C29H63N5O26S5 (ωB97M-V/def2-TZVPD)
C -17.7687 -1.6425 5.4584
C -19.1403 -1.7032 4.8215
O -19.8481 -0.7182 4.6907
N -19.5705 -2.9326 4.4191
C -20.8485 -3.1298 3.7708
H -17.1397 -2.3065 4.8570
H -17.8417 -2.1284 6.4334
H -17.3691 -0.6396 5.5181
H -19.0408 -3.7664 4.5985
H -21.1514 -2.4138 3.0099
H -21.6461 -3.1319 4.5205
H -20.8962 -4.1126 3.3018
C -23.3066 -6.5735 2.1897
C -22.7772 -6.7670 3.5993
O -21.5759 -6.7577 3.8433
N -23.6957 -7.0074 4.5657
C -23.3936 -7.1845 5.9737
H -24.0506 -5.8037 2.0106
H -23.6629 -7.5630 1.8845
H -22.4084 -6.4369 1.5933
H -24.6619 -7.1105 4.3049
H -23.8253 -6.3561 6.5330
H -22.3134 -7.0762 6.0801
H -23.6154 -8.1831 6.3429
C -16.8915 -1.0202 -5.7986
C -16.4479 -1.7213 -4.5290
O -16.3519 -2.9368 -4.4443
N -16.2286 -0.8911 -3.4910
C -15.8527 -1.2970 -2.1437
H -17.4502 -0.1174 -5.5413
H -17.5403 -1.7179 -6.3200
H -16.0390 -0.6823 -6.3860
H -16.2551 0.0892 -3.7030
H -15.3522 -0.4491 -1.6890
H -15.2724 -2.2141 -2.1929
H -16.7895 -1.5030 -1.6194
C -19.9424 -6.0670 -6.2653
C -20.7547 -5.7611 -7.5286
O -20.5276 -4.7775 -8.2093
N -21.8227 -6.5683 -7.7404
C -22.8013 -6.3034 -8.8058
H -18.9103 -6.3218 -6.5001
H -20.3625 -6.8428 -5.6267
H -19.9191 -5.1473 -5.6806
H -21.8372 -7.4975 -7.3596
H -22.3274 -6.6547 -9.7255
H -22.9375 -5.2301 -8.8972
H -23.6785 -6.8882 -8.5477
C -21.7372 -3.5221 0.1608
C -20.3883 -3.3762 -0.5003
O -19.3312 -3.5414 0.1107
N -20.4939 -3.1022 -1.8091
C -19.4035 -2.9416 -2.7669
H -22.0180 -2.5635 0.5973
H -21.7182 -4.2736 0.9463
H -22.4075 -3.8401 -0.6333
H -21.4094 -2.9584 -2.2061
H -18.4994 -3.0448 -2.1716
H -19.4406 -2.0240 -3.3487
H -19.5149 -3.7515 -3.4918
C -19.6722 2.6921 -2.5798
C -18.6730 1.5288 -2.5086
O -19.2603 0.4588 -1.8082
S -20.7978 0.4223 -2.3716
O -21.7907 -0.1828 -1.5393
O -20.7378 -0.0270 -3.7323
O -20.9538 2.0256 -2.4084
H -19.7162 3.2428 -3.5157
H -19.5961 3.3960 -1.7536
H -17.8348 1.8472 -1.8803
H -18.1837 1.3440 -3.4658
C -16.9992 -1.2773 1.3062
C -18.3246 -0.5721 1.5270
O -17.8700 0.6716 2.0694
S -16.4342 1.1177 1.4656
O -15.5492 1.4042 2.5568
O -16.7021 2.0901 0.4396
O -16.0803 -0.2876 0.8239
H -16.9549 -2.1475 0.6572
H -16.6399 -1.6172 2.2826
H -18.9753 -1.0371 2.2664
H -18.9769 -0.4911 0.6530
C -25.4838 -0.5139 -0.2402
C -26.6113 -1.4882 -0.6713
O -26.7092 -2.3756 0.4250
S -25.2246 -2.6939 0.9880
O -24.6888 -3.7159 0.1369
O -25.1722 -2.8585 2.4064
O -24.5562 -1.2920 0.5195
H -25.8545 0.2496 0.4498
H -25.0195 0.0337 -1.0572
H -26.2203 -2.0723 -1.5075
H -27.4998 -0.8957 -0.8507
C -24.8289 -2.7598 -5.8625
C -24.1568 -4.0829 -6.2504
O -24.4799 -4.9754 -5.1701
S -24.4900 -4.1525 -3.7994
O -23.1394 -3.9687 -3.3441
O -25.4231 -4.6497 -2.8434
O -25.0351 -2.8044 -4.4502
H -25.7843 -2.6490 -6.3709
H -24.1555 -1.9563 -6.1534
H -23.0722 -3.9617 -6.2045
H -24.5072 -4.5776 -7.1478
C -14.8266 -5.4557 -2.5234
C -16.2131 -5.5830 -1.8898
O -16.7166 -6.7831 -2.4947
S -16.0020 -7.1611 -3.8670
O -16.8873 -7.0604 -4.9925
O -15.2551 -8.3498 -3.6275
O -15.0877 -5.8162 -3.8643
H -14.0916 -6.0741 -2.0078
H -14.5382 -4.4064 -2.5362
H -16.8524 -4.7282 -2.1020
H -16.1705 -5.7712 -0.8189
C -20.5519 -7.8978 -1.4054
C -21.8664 -7.3348 -1.0025
C -22.5674 -7.3179 -2.3549
O -21.5377 -6.9727 -3.2878
C -20.2750 -6.9856 -2.6043
H -20.5558 -8.9587 -1.6678
H -19.7654 -7.8489 -0.6438
H -21.7779 -6.3178 -0.6060
H -22.4588 -7.8321 -0.2323
H -23.3308 -6.5358 -2.3083
H -23.0781 -8.2687 -2.5259
H -19.8941 -6.0282 -2.2310
H -19.5019 -7.4019 -3.2526
```

---

ORCA calculation (ωB97M-V/def2-TZVPD) on a single C19H25NO4 molecule.

Its SMILES is Cc1ccc(N2C[C@H](C(=O)OCC(=O)C(C)(C)C)CC2=O)cc1C. The orbital gap is 8.69 eV. The HOMO energy comes out at -8.10 eV. Its energy above the lowest of the compared OMol25 structures with the same formula, charge and spin is 0.00 kcal/mol.

```
49
C19H25NO4 (ωB97M-V/def2-TZVPD)
C 4.7104 2.7899 -0.1660
C 3.8277 1.5803 -0.2171
C 2.4885 1.7015 -0.5595
C 1.6497 0.6044 -0.6123
C 2.1563 -0.6573 -0.3242
C 3.4960 -0.7895 0.0210
C 4.3336 0.3128 0.0845
C 5.7712 0.1362 0.4671
H 5.9861 -0.9079 0.6769
H 6.4277 0.4742 -0.3346
H 6.0046 0.7225 1.3551
H 3.8826 -1.7674 0.2592
N 1.3253 -1.7959 -0.3645
C 1.3584 -2.8067 0.5434
O 2.1288 -2.9212 1.4663
C 0.2460 -3.7893 0.1881
C -0.6228 -3.0424 -0.8165
C -1.7399 -2.2809 -0.1338
O -1.7824 -1.9778 1.0266
O -2.6888 -1.9404 -1.0231
C -3.6192 -0.9777 -0.5561
H -4.4058 -0.9187 -1.3102
C -2.9198 0.3765 -0.4192
O -1.8336 0.5401 -0.9122
C -3.6273 1.4397 0.4020
C -5.1507 1.3568 0.2986
H -5.5369 0.4333 0.7208
H -5.4738 1.4312 -0.7374
H -5.5904 2.1854 0.8493
C -3.1481 2.8205 -0.0538
H -2.0624 2.8628 -0.0434
H -3.5354 3.5905 0.6081
H -3.4890 3.0259 -1.0663
C -3.1760 1.1929 1.8518
H -3.4620 0.2012 2.1924
H -2.0948 1.2765 1.9304
H -3.6326 1.9322 2.5057
H -4.0370 -1.2927 0.4045
H -1.0514 -3.6710 -1.5974
C 0.3360 -1.9874 -1.4030
H 0.8210 -2.3657 -2.3127
H -0.1808 -1.0581 -1.6461
H 0.6894 -4.6883 -0.2420
H -0.2958 -4.0643 1.0919
H 0.6080 0.7416 -0.8546
H 2.0869 2.6797 -0.7842
H 5.5470 2.6854 -0.8565
H 5.1226 2.9218 0.8340
H 4.1530 3.6848 -0.4309
```